{"formula": "C6H12O", "method": "ωB97M-V/def2-TZVPD", "total_charge": 0, "total_energy_ev": -8461.70518, "homo_ha": -0.34845, "elements": ["C", "O", "C", "C", "C", "C", "C", "H", "H", "H", "H", "H", "H", "H", "H", "H", "H", "H", "H"], "coordinates": [[1.123, 1.785, 1.305], [-1.145, 1.089, 1.000], [-1.467, 0.135, 0.339], [-1.377, 0.008, -1.169], [-0.639, -1.333, -1.319], [0.240, -1.411, -0.089], [1.403, -0.766, -0.019], [0.586, 1.884, 2.256], [0.750, 2.546, 0.610], [2.196, 1.848, 1.449], [-1.952, -0.723, 0.838], [-2.386, 0.046, -1.599], [-0.797, 0.842, -1.579], [-0.012, -1.406, -2.215], [-1.340, -2.173, -1.341], [-0.056, -2.049, 0.736], [2.101, -0.940, 0.788], [1.759, -0.158, -0.848], [1.011, 0.775, 0.856]]}